No. 1
DFT (ωB97M-V/def2-TZVPD) results for 2 unconnected molecules or ions with the total composition C3H9N2O2 in a non-equilibrium geometry.

Output
ΔE to the lowest compared entry with this formula, charge and spin	67.4	kcal/mol
charge	+1
Kohn-Sham gap	0.394	Eh

Atoms and positions in Å:
1 C 0.83976 0.12089 0.14534
2 C 2.13925 0.02622 -0.52127
3 C -2.87470 -0.19505 -0.16580
4 N -0.28127 0.13417 -0.61356
5 N 0.88977 -0.00031 1.43708
6 O -3.04664 -0.24229 1.02874
7 O -3.94544 0.02093 -0.91905
8 H 2.53753 -1.08973 -0.41025
9 H 2.87305 0.47167 0.14028
10 H 2.25424 0.18784 -1.52297
11 H 0.10950 0.17985 2.06940
12 H -0.01230 0.02110 -1.55324
13 H -1.36661 -0.04571 -0.48892
14 H 1.90392 0.01997 1.68435
15 H -4.02299 -0.22248 1.36540
16 H -3.69500 0.17579 -1.89125



No. 2
DFT (ωB97M-V/def2-TZVPD) results for a single C19H24N2OS molecule.

Output
ΔE to the lowest compared entry with this formula, charge and spin	0.0	kcal/mol
Kohn-Sham gap	0.356	Eh
structure (SMILES)	O=C(NCCN[C@H]1CC[C@H](c2ccccc2)CC1)c1cccs1

Atoms and positions in Å:
1 O 5.63347 0.23148 2.16409
2 C 4.98587 -0.09342 1.18455
3 N 4.03481 0.69567 0.63160
4 H 3.43597 0.34955 -0.10132
5 C 3.57225 1.90869 1.25930
6 H 4.10577 2.01618 2.20595
7 C 2.06253 1.83031 1.48087
8 N 1.40958 1.58715 0.20572
9 H 1.61576 2.36432 -0.41729
10 C -0.03591 1.40524 0.27993
11 C -0.64723 1.66077 -1.09804
12 C -2.15339 1.42302 -1.08724
13 H -2.62565 2.13029 -0.40295
14 H -2.56303 1.60018 -2.08414
15 C -2.47115 -0.00984 -0.64812
16 C -3.95442 -0.27663 -0.66128
17 C -4.82803 0.45694 0.13322
18 C -6.18729 0.20346 0.11253
19 C -6.69868 -0.79084 -0.70378
20 C -5.83978 -1.52920 -1.49823
21 C -4.48029 -1.27186 -1.47513
22 H -3.81683 -1.85403 -2.09962
23 H -6.22862 -2.30793 -2.13825
24 H -7.76030 -0.98857 -0.71977
25 H -6.85112 0.78441 0.73646
26 H -4.44721 1.23596 0.77730
27 C -1.86716 -0.26241 0.73705
28 C -0.36086 -0.02504 0.72108
29 H 0.04636 -0.21224 1.71556
30 H 0.11984 -0.71750 0.02739
31 H -2.33073 0.40469 1.46637
32 H -2.07652 -1.28892 1.04538
33 H -1.99188 -0.69529 -1.35638
34 H -0.44148 2.68930 -1.40719
35 H -0.17124 0.99235 -1.81893
36 H -0.48720 2.11028 1.00402
37 H 1.84323 0.99002 2.14348
38 H 1.71200 2.75398 1.97289
39 H 3.81007 2.76627 0.61753
40 C 5.21821 -1.37056 0.49130
41 C 4.57307 -1.97197 -0.55662
42 C 5.13307 -3.21725 -0.89682
43 C 6.19103 -3.54324 -0.10453
44 S 6.52480 -2.34393 1.07198
45 H 6.79589 -4.42728 -0.14649
46 H 4.76607 -3.84061 -1.69276
47 H 3.72638 -1.55198 -1.07066



No. 3
DFT (ωB97M-V/def2-TZVPD) results for a molecular structure, C30H51NP2Tc in a non-equilibrium geometry.

Output
2S+1	4
charge	+2
Kohn-Sham gap (alpha / beta)	0.242 / 0.199	Eh

Atoms and positions in Å:
1 Tc -1.01150 0.96451 1.24626
2 C 0.00872 2.81743 2.18348
3 C -0.58527 3.27854 0.97157
4 C -2.27466 2.39080 2.29126
5 C -1.03142 2.27630 3.01678
6 C -1.99105 3.04206 1.03607
7 C 1.41244 3.03836 2.63060
8 H 2.06547 3.25059 1.78098
9 H 1.78639 2.15860 3.16537
10 H 1.48395 3.89180 3.32300
11 C -0.85043 1.76115 4.39345
12 H 0.18740 1.43967 4.55482
13 H -1.49169 0.89377 4.53117
14 H -1.15099 2.49548 5.15666
15 C -3.62290 2.02922 2.79198
16 H -4.00412 2.76776 3.51311
17 H -3.56582 1.06426 3.29722
18 H -4.33896 1.93114 1.96896
19 C -3.01316 3.56753 0.08734
20 H -3.43750 4.51950 0.44172
21 H -3.84731 2.86780 -0.02212
22 H -2.56918 3.75939 -0.89313
23 C 0.09818 4.10409 -0.06407
24 H -0.06407 5.17962 0.11049
25 H -0.28756 3.87638 -1.06363
26 H 1.17838 3.93423 -0.05157
27 C 4.23939 -2.66890 -2.80095
28 C 4.83494 -1.48739 -2.89504
29 C 5.04812 -0.65138 -4.12516
30 C 4.13067 -0.95934 -5.32445
31 C 2.67027 -0.80695 -5.00832
32 C 1.82884 -1.69587 -4.49195
33 C 2.10949 -3.11879 -4.10607
34 C 3.58962 -3.48575 -3.88050
35 H 6.09351 -0.71598 -4.46780
36 H 4.38868 -1.92646 -5.76686
37 H 4.90080 0.40204 -3.84314
38 H 4.13665 -3.48489 -4.82838
39 H 4.23424 -3.19226 -1.83011
40 H 5.32632 -1.06241 -2.00632
41 H 3.59802 -4.53036 -3.52737
42 H 1.55795 -3.33302 -3.17716
43 H 0.76629 -1.42711 -4.39162
44 H 1.69847 -3.81308 -4.85691
45 H 4.36273 -0.20139 -6.09098
46 H 2.28864 0.18442 -5.30233
47 P 0.95650 0.11344 0.32958
48 P -1.91332 0.22766 -0.71011
49 C 0.55319 -1.00272 -1.11326
50 C -0.93155 -1.30546 -1.12378
51 H 1.13940 -1.92968 -1.01740
52 H 0.86913 -0.50530 -2.04289
53 H -1.27276 -1.70614 -2.08862
54 H -1.14632 -2.05388 -0.34661
55 C -3.64168 -0.37100 -0.59585
56 H -4.31074 0.50105 -0.49828
57 H -3.76481 -0.99626 0.29887
58 H -3.91241 -0.96553 -1.49105
59 C -1.91298 1.10069 -2.32733
60 H -2.07988 0.38147 -3.15461
61 H -0.94559 1.60754 -2.48150
62 H -2.71898 1.85638 -2.33568
63 C 1.79633 -1.01505 1.50354
64 H 2.08037 -0.42644 2.39123
65 H 2.70877 -1.43743 1.04105
66 H 1.10909 -1.81427 1.82698
67 C 2.34391 1.07803 -0.37101
68 H 1.94884 1.83916 -1.06485
69 H 3.03954 0.41175 -0.92313
70 H 2.88902 1.58466 0.44471
71 C -2.96942 -0.70494 4.82938
72 C -2.01568 -1.10374 3.80923
73 C -1.37574 -2.35293 4.12221
74 C -0.89128 -2.86057 2.95243
75 C -1.56379 -2.06321 1.90558
76 C -2.64498 -2.84442 1.30753
77 N -1.90720 -0.78088 2.47040
78 H -3.80120 -1.42929 4.84959
79 H -3.41406 0.28623 4.78427
80 H -2.43639 -0.80838 5.79177
81 H -1.57382 -2.82956 5.06935
82 H -0.35988 -3.76184 2.70764
83 H -2.62926 -2.97400 0.22528
84 H -2.56704 -3.85781 1.74277
85 H -3.62034 -2.41248 1.60615



No. 4
DFT (ωB97M-V/def2-TZVPD) results for a single C21H35N3O2S molecule.

Output
ΔE to the lowest compared entry with this formula, charge and spin	0.0	kcal/mol
Kohn-Sham gap	0.295	Eh
structure (SMILES)	CC(=O)c1cc(CN2CCN(C3CCN(C(C)C)CC3)[C@@H](CCO)C2)cs1

Atoms and positions in Å:
1 C -7.50389 -3.44661 0.63548
2 C -6.75132 -2.25068 0.10934
3 O -6.96130 -1.76510 -0.98080
4 C -5.73567 -1.69551 1.00354
5 C -4.94283 -0.60518 0.75450
6 C -4.05725 -0.30065 1.80947
7 C -4.18942 -1.17578 2.84862
8 S -5.38944 -2.36505 2.57016
9 H -3.64715 -1.18451 3.77443
10 C -3.09323 0.84474 1.77383
11 N -2.28549 0.78549 0.57022
12 C -1.48714 -0.41084 0.38025
13 H -1.32337 -0.49687 -0.70127
14 C -0.10265 -0.42855 1.07184
15 N 0.65537 0.80444 0.85000
16 C -0.17148 1.97871 1.11047
17 C -1.48483 1.96697 0.31483
18 H -1.26248 1.97570 -0.75830
19 H -2.07257 2.85750 0.54557
20 H -0.39209 2.01199 2.18063
21 H 0.39936 2.87532 0.86592
22 C 1.45243 0.95102 -0.37579
23 C 1.85562 -0.34658 -1.07411
24 C 2.72779 -0.02334 -2.28919
25 N 3.93239 0.65466 -1.86434
26 C 3.59621 1.92714 -1.26474
27 C 2.75178 1.68745 -0.01639
28 H 3.32206 1.07424 0.68207
29 H 2.53507 2.64230 0.46395
30 H 4.51963 2.44048 -0.98631
31 H 3.03598 2.58206 -1.95915
32 C 5.01711 0.70224 -2.83438
33 C 4.63815 1.28903 -4.20132
34 H 4.19155 2.27427 -4.08668
35 H 3.93249 0.64214 -4.71730
36 H 5.52773 1.38670 -4.81804
37 C 5.63585 -0.68702 -3.00100
38 H 4.99563 -1.33940 -3.58931
39 H 6.59290 -0.60556 -3.50967
40 H 5.79317 -1.13779 -2.02525
41 H 5.77973 1.35041 -2.38505
42 H 2.99969 -0.95528 -2.78550
43 H 2.13608 0.58677 -2.99711
44 H 2.43198 -0.97143 -0.39077
45 H 0.98014 -0.89888 -1.42087
46 H 0.90064 1.55875 -1.11274
47 C -0.17488 -0.74445 2.57645
48 H -0.78490 -1.63887 2.71484
49 H -0.62952 0.07099 3.13687
50 C 1.22061 -0.99025 3.15803
51 O 1.98667 0.18160 3.22540
52 H 1.85997 0.63673 2.37268
53 H 1.73790 -1.75351 2.55361
54 H 1.14046 -1.36613 4.18265
55 H 0.45939 -1.25393 0.62833
56 H -2.06761 -1.27793 0.69956
57 H -2.51788 0.85927 2.71273
58 H -3.66596 1.77831 1.72119
59 H -4.99332 -0.04688 -0.16200
60 H -8.22649 -3.77967 -0.10435
61 H -8.01912 -3.18188 1.55666
62 H -6.80824 -4.25329 0.85760



Electronic energy: -379.3975 -1321.3766 -1991.3337 -1534.1091 (Ha)